1.
DFT (wB97M-V/def2-TZVPD) results for 2 unconnected molecules or ions with the total composition C2H2ClNO2.

```
8
Properties=species:S:1:pos:R:3:forces:R:3:mulliken_charge:R:1
C 0.57714 -1.22290 0.35568 0.0 -0.3 0.1 -0.49
C 0.42544 -0.31512 -0.55760 -1.7 2.5 1.1 0.33
N -0.87896 1.31958 0.14598 2.4 -3.3 -1.5 0.60
O -1.26666 1.13604 1.25172 -0.4 0.6 0.3 -0.46
O -1.05295 2.15367 -0.67926 -0.3 0.4 0.4 -0.44
Cl 0.94227 0.16189 -2.04612 0.1 -0.1 -0.2 -0.08
H 1.22440 -2.08241 0.24608 0.1 0.0 -0.2 0.29
H 0.02932 -1.15074 1.28351 -0.1 0.2 0.1 0.25
```
Forces are in eV/Å.

Properties
Total energy (eV): -20208.334
HOMO level (alpha / beta) (eV): -9.391 / -9.393
Kohn-Sham gap (alpha / beta) (eV): 8.9 / 8.9



2.
DFT (wB97M-V/def2-TZVPD) results for a molecular structure, C17H16IrN2O3.

```
39
Properties=species:S:1:pos:R:3:forces:R:3:mulliken_charge:R:1
Ir -0.31915 -0.07713 0.48127 0.5 -0.4 -1.0 0.99
O -0.30989 -2.05602 0.12767 -0.2 -0.2 0.4 -1.04
C 0.77966 -2.78582 -0.00535 -0.2 0.1 0.0 0.53
C 0.62696 -4.18658 0.05644 0.0 0.0 0.0 -0.25
C 1.70344 -5.03062 -0.05776 0.0 0.0 0.0 -0.39
C 2.99508 -4.52480 -0.25922 0.0 0.0 0.0 -0.64
C 3.16235 -3.16670 -0.34468 0.0 -0.1 0.0 -0.81
C 2.08058 -2.27244 -0.22181 0.1 0.3 0.0 0.60
C 2.39502 -0.86969 -0.34005 0.0 -0.2 0.0 -0.16
N 1.54633 0.09278 -0.25347 0.1 0.4 -0.1 0.08
N 2.03433 1.39815 -0.36392 -0.2 -0.2 0.2 -0.87
C 1.06126 2.24746 -0.17044 0.0 0.1 -0.3 0.40
O -0.18297 1.92090 0.01780 0.0 0.1 0.7 -0.83
C 1.39096 3.70130 -0.16473 0.0 -0.2 -0.1 0.55
C 0.39664 4.62364 0.13757 0.0 0.1 0.0 -0.39
C 0.69391 5.97892 0.17722 0.0 0.0 0.0 -0.68
C 1.98351 6.41454 -0.08906 0.0 0.0 0.0 -0.36
C 2.97878 5.49298 -0.39125 0.0 0.0 0.0 -0.61
C 2.68536 4.14025 -0.42961 0.0 0.0 0.0 -0.27
H -0.37577 -4.56660 0.20372 0.0 0.0 0.0 0.44
H 1.54912 -6.10055 0.01018 0.0 0.0 0.0 0.37
H 3.84104 -5.19111 -0.35442 0.0 0.0 0.0 0.40
H 4.14899 -2.75316 -0.52131 0.0 0.0 0.0 0.33
H 3.43275 -0.58674 -0.50161 0.0 0.0 -0.1 0.41
H -0.60376 4.26564 0.33908 0.0 0.0 0.0 0.41
H -0.08250 6.69417 0.41640 0.0 0.0 0.0 0.39
H 2.21426 7.47196 -0.06367 0.0 0.0 0.0 0.38
H 3.98608 5.83154 -0.59681 0.0 0.0 0.0 0.38
H 3.44941 3.41182 -0.66366 0.0 0.0 0.0 0.44
C -0.24821 -2.06569 3.19807 0.1 0.2 0.0 -0.59
O 0.20752 -0.69964 3.24797 -0.3 -0.1 0.2 -0.29
C -0.09034 0.18952 2.32092 0.2 0.3 0.2 0.48
C 0.28040 1.55382 2.84508 -0.1 0.0 0.1 -1.20
H 0.60945 -2.69112 3.43140 0.0 0.0 0.0 0.22
H -0.65208 -2.30733 2.22293 0.0 0.0 -0.1 0.32
H -1.00808 -2.17029 3.96980 0.0 0.0 0.0 0.28
H 0.13402 1.61073 3.92346 0.0 -0.1 0.0 0.40
H -0.27932 2.33406 2.33994 0.0 0.0 0.0 0.29
H 1.34378 1.70854 2.63883 0.0 0.1 0.0 0.27
```
Forces are in eV/Å.

Properties
Total energy (eV): -29848.067
HOMO level (alpha / beta) (eV): -7.355 / -8.101
Kohn-Sham gap (alpha / beta) (eV): 7.2 / 7.3
Multiplicity: 2